Below is C16H41AlBN3O10PS4 as an isolated structure, with properties calculated with ωB97M-V/def2-TZVPD.

gap between HOMO and LUMO = 4.3 eV
spin multiplicity = 1
E = -102108.6614 eV
total charge = -1

Each line ends with the Mulliken charge.
Element x y z (Å)
1 N -0.733 1.476 4.205  -0.227
2 B -1.107 1.822 2.885  -0.195
3 O -0.630 0.886 1.961  -0.400
4 Al -2.392 3.459 2.309  0.173
5 N -1.939 4.226 0.664  -0.412
6 P -4.636 2.581 2.140  -0.044
7 N -4.308 0.885 2.032  -0.484
8 O -5.134 2.484 3.749  -0.481
9 H 0.112 0.923 4.285  0.120
10 H -0.739 2.254 4.844  0.165
11 H -0.259 1.369 1.202  0.210
12 H -2.434 4.625 3.469  -0.342
13 H -1.809 3.562 -0.084  0.107
14 H -1.106 4.798 0.694  0.173
15 H -5.153 0.340 1.944  0.230
16 H -3.682 0.691 1.263  0.152
17 H -5.228 3.419 4.039  0.262
18 C 2.798 -2.521 2.177  -0.283
19 C 1.298 -2.269 2.005  -0.493
20 C 1.101 -1.574 0.660  -0.315
21 S 2.446 -2.129 -0.395  1.213
22 O 3.303 -1.010 -0.720  -0.668
23 O 1.954 -2.965 -1.464  -0.713
24 C 3.273 -3.123 0.853  -0.890
25 H 2.995 -3.172 3.017  0.222
26 H 3.313 -1.579 2.362  0.247
27 H 0.763 -3.220 2.024  0.312
28 H 0.889 -1.651 2.800  0.132
29 H 0.162 -1.830 0.182  0.466
30 H 1.171 -0.496 0.763  0.022
31 H 4.347 -3.068 0.691  0.458
32 H 2.929 -4.148 0.728  0.338
33 C 1.614 1.388 -4.101  -0.571
34 C 0.717 2.317 -4.938  -0.389
35 C -0.533 2.618 -4.101  -0.546
36 S -0.030 2.483 -2.375  1.297
37 O -0.733 1.373 -1.782  -0.647
38 O -0.047 3.776 -1.757  -0.717
39 C 1.663 1.993 -2.701  -0.690
40 H 2.609 1.289 -4.528  0.432
41 H 1.176 0.389 -4.048  0.247
42 H 1.249 3.247 -5.148  0.389
43 H 0.445 1.869 -5.888  0.071
44 H -0.931 3.615 -4.260  0.424
45 H -1.318 1.881 -4.258  0.105
46 H 1.987 1.302 -1.932  0.265
47 H 2.269 2.896 -2.669  0.371
48 C 3.339 -2.243 8.298  -0.555
49 C 1.989 -1.512 8.213  -0.674
50 C 1.675 -1.297 6.725  -0.700
51 S 2.493 -2.640 5.849  1.325
52 O 3.535 -2.077 5.033  -0.662
53 O 1.522 -3.541 5.290  -0.698
54 C 3.263 -3.385 7.288  -0.873
55 H 3.538 -2.615 9.301  0.360
56 H 4.148 -1.563 8.026  0.285
57 H 1.212 -2.127 8.669  0.308
58 H 2.008 -0.563 8.743  0.325
59 H 0.614 -1.342 6.500  0.419
60 H 2.092 -0.369 6.344  0.338
61 H 4.228 -3.790 6.994  0.377
62 H 2.607 -4.184 7.629  0.382
63 C -3.474 0.011 -6.466  -0.602
64 C -3.895 -0.369 -7.895  -0.658
65 C -2.690 -0.110 -8.813  -0.665
66 S -1.228 -0.320 -7.780  1.189
67 O -0.558 0.952 -7.674  -0.673
68 O -0.497 -1.488 -8.183  -0.709
69 C -2.106 -0.630 -6.249  -0.405
70 H -4.191 -0.333 -5.724  0.427
71 H -3.394 1.095 -6.375  0.265
72 H -4.163 -1.425 -7.928  0.310
73 H -4.762 0.199 -8.224  0.342
74 H -2.619 -0.809 -9.641  0.339
75 H -2.671 0.910 -9.188  0.361
76 H -1.535 -0.206 -5.427  0.082
77 H -2.177 -1.710 -6.132  0.344

Cartesian forces, eV/Å:
0.4 0.3 0.6
-0.5 0.2 -0.1
1.2 -0.2 -1.0
0.2 0.3 0.0
-0.3 -0.1 0.4
-0.3 0.2 -0.5
0.1 -0.2 0.0
-0.1 1.1 0.8
0.0 -0.2 0.1
-0.2 -0.2 0.3
-0.8 -0.3 0.1
-0.1 0.0 0.0
0.1 0.1 -0.2
0.1 0.1 -0.2
-0.1 -0.1 -0.3
0.2 -0.2 0.1
0.0 -0.9 -0.1
-0.1 0.0 -0.4
0.0 0.0 0.0
-0.1 -0.1 0.0
0.0 0.0 0.2
0.0 0.1 -0.1
0.0 0.0 0.0
-0.1 0.1 0.2
0.1 -0.1 0.0
0.1 0.0 0.0
0.0 0.0 0.0
0.0 0.0 0.0
0.0 0.1 -0.1
0.1 0.1 -0.1
0.0 0.1 -0.1
0.0 0.0 0.0
-0.2 0.1 0.0
0.0 0.0 0.2
0.1 0.0 -0.2
0.2 -0.1 -0.3
0.0 -0.1 0.1
0.0 0.2 0.1
0.0 -0.1 -0.2
0.1 0.0 0.0
0.0 0.0 0.0
0.0 0.0 0.0
0.0 0.0 -0.1
-0.1 0.0 0.1
0.0 0.0 0.1
0.0 -0.1 0.2
0.0 0.1 0.0
-0.1 0.0 -0.1
0.1 -0.1 -0.1
-0.1 -0.1 0.2
-0.1 0.2 0.5
0.2 0.0 -0.1
0.0 -0.1 -0.2
0.0 0.1 0.2
0.0 0.0 0.0
0.0 0.0 0.0
0.0 0.0 0.0
0.0 0.0 0.0
0.0 0.0 -0.1
0.1 0.0 -0.1
0.0 0.0 -0.1
0.0 0.0 0.0
0.1 0.0 -0.1
0.1 0.0 0.0
-0.2 0.0 0.1
-0.2 0.0 0.1
0.1 0.1 -0.1
0.1 -0.1 -0.1
-0.1 0.1 0.0
0.0 0.0 0.0
0.0 0.0 0.0
0.0 0.0 0.0
0.0 0.0 0.0
0.1 0.0 0.0
0.1 0.1 0.0
0.1 0.0 0.0
0.0 0.0 0.0